(1)
8 unconnected molecules or ions with the total composition C22H61ClN11O14 in a non-equilibrium geometry, computed with ωB97M-V/def2-TZVPD.

Calculated values
* charge: -1
* E_HOMO: -4.85 eV
* E_LUMO: 2.505 eV

CARTESIAN COORDINATES (ANGSTROEM)
Cl -0.00720 -1.32777 0.49668
O -1.32302 -1.92161 0.40293
O 0.11812 -0.64883 1.76242
O 1.02741 -2.33662 0.37225
O 0.15078 -0.34155 -0.52517
C 4.15783 0.59415 1.26576
O 3.73530 0.67369 2.41192
N 5.47722 0.56211 0.88096
N 3.30406 0.58625 0.22010
H 6.26792 0.48747 1.49023
H 5.67235 0.53277 -0.10017
H 3.69799 0.56271 -0.70190
H 2.37428 0.19839 0.33329
C 0.69238 2.81686 3.29243
O 1.63625 2.06372 3.46783
N -0.52353 2.37832 2.90103
N 0.80628 4.16312 3.49419
H -1.16029 3.09011 2.59218
H -0.57632 1.39935 2.67143
H 1.68802 4.49391 3.84109
H 0.14703 4.90186 3.33244
C -2.06444 -0.41608 4.84843
O -1.00728 0.19471 4.90148
N -2.42532 -1.19024 3.78234
N -3.13287 -0.22670 5.69013
H -3.36061 -1.53544 3.74114
H -1.74876 -1.36715 3.05336
H -3.97997 -0.74462 5.57416
H -3.00898 0.25329 6.56351
C 0.00609 -1.63840 -3.98822
O -0.21763 -1.94275 -5.16330
N 0.81559 -0.58330 -3.70607
N -0.32978 -2.40193 -2.92686
H 0.87106 -0.34407 -2.72370
H 0.98546 0.12626 -4.39021
H -0.99208 -3.13200 -3.11045
H -0.12264 -2.11724 -1.98765
C 2.72619 3.16168 6.76691
O 2.68054 1.93965 6.08925
C 2.04628 0.95166 6.96217
C 2.03832 -0.42741 6.25280
N 2.01639 -0.48536 4.74454
C 2.06819 -1.85759 4.19622
C 3.22843 -2.80646 4.56330
O 3.30009 -3.08341 5.93615
C 2.49795 -4.18193 6.32475
H 2.71064 3.01228 7.85213
H 1.91879 3.85897 6.50123
H 3.62814 3.73482 6.52418
H 0.99889 1.23519 7.07067
H 2.62018 0.85893 7.88445
H 0.99678 -0.71326 6.47685
H 2.67837 -1.11591 6.79562
H 1.00919 -0.35977 4.77463
H 2.21418 -1.70496 3.12014
H 1.05173 -2.27469 4.17967
H 4.20624 -2.41560 4.28278
H 2.98876 -3.69780 3.96803
H 2.65420 -4.62895 7.31192
H 2.86733 -5.00334 5.69862
H 1.41014 -4.08816 6.29518
C -0.35552 -5.46028 -8.62771
O -0.48088 -4.04581 -8.58146
C -1.61527 -3.60840 -9.29429
C -2.83643 -3.58062 -8.38310
N -2.55904 -2.55414 -7.28772
C -3.76764 -2.57100 -6.43490
C -3.64307 -1.83059 -5.12930
O -2.98802 -2.56079 -4.13061
C -3.48679 -2.19028 -2.86444
H -0.58922 -5.78497 -9.64924
H -1.16400 -5.94292 -8.06705
H 0.61292 -5.82837 -8.30782
H -1.76578 -4.19600 -10.20967
H -1.47373 -2.61929 -9.73835
H -2.98516 -4.49759 -7.81789
H -3.73475 -3.23690 -8.90476
H -2.75923 -1.65863 -7.73151
H -4.16293 -3.57104 -6.21266
H -4.66007 -2.23439 -6.98934
H -4.66757 -1.54065 -4.85925
H -3.12322 -0.87840 -5.30619
H -4.45340 -2.70045 -2.73686
H -3.74461 -1.13444 -2.73331
H -2.85253 -2.48534 -2.03105
C 1.70300 5.76301 0.99622
O 0.97832 4.68605 0.50375
C 1.81486 3.72778 -0.10950
C 1.06627 2.53270 -0.68158
N -0.09925 3.03919 -1.44465
C -1.25445 2.13545 -1.37861
C -2.43846 2.86543 -1.98335
O -2.41187 4.26021 -1.72876
C -3.53989 4.95643 -2.22879
H 2.01036 6.45469 0.19659
H 2.35345 5.56694 1.84709
H 0.90884 6.45390 1.32708
H 2.65081 3.42775 0.53760
H 2.41024 4.26701 -0.86816
H 0.73620 1.99078 0.20260
H 1.75239 2.02403 -1.35894
H 0.09665 3.11917 -2.43523
H -1.48366 1.74759 -0.38296
H -0.95364 1.19462 -1.86156
H -3.37547 2.41043 -1.63577
H -2.50931 2.74833 -3.07456
H -3.73249 4.76594 -3.28843
H -3.19104 5.98468 -2.12465
H -4.44260 4.81791 -1.62913

=====

(2)
C7H10 in the gas phase, computed with ωB97M-V/def2-TZVPD.

Calculated values
* charge: 0
* E_HOMO: -8.01 eV
* E_LUMO: 0.083 eV

CARTESIAN COORDINATES (ANGSTROEM)
C 1.42601 -0.36364 1.17437
C 1.23224 1.12744 -0.69988
C 1.24384 -0.35447 -0.36136
C -0.16918 -0.54686 -0.98745
C -1.35333 -0.68373 -0.02886
C -1.24343 0.82944 0.27369
C -0.25780 1.01737 -0.93875
H 2.37553 -0.82757 1.45048
H 0.61341 -0.88009 1.69312
H 1.46258 0.66875 1.55319
H 2.04377 -0.93291 -0.83954
H -0.18436 -1.09855 -1.93092
H -1.25762 -1.38576 0.80649
H -2.27802 -0.91808 -0.56587
H -2.17115 1.39340 0.15112
H -0.82354 1.07754 1.25183
H -0.65148 1.67962 -1.71527

=====

(3)
A molecular structure, C18H18AsF11N8S4Ti, computed with ωB97M-V/def2-TZVPD.

Calculated values
* charge: 0
* E_HOMO: -8.58 eV
* E_LUMO: -0.546 eV

CARTESIAN COORDINATES (ANGSTROEM)
Ti -0.57346 0.14751 -0.12108
N 0.17734 -3.68416 -0.44063
C 0.31771 -2.91375 -1.56358
N -0.05090 -1.66438 -1.63055
C 0.01637 -1.20335 -2.93338
C 0.60544 -2.04086 -3.81258
S 0.98236 -3.53095 -3.03253
C -0.74646 0.00666 -3.21520
C -1.10244 0.46704 -4.42562
S -2.16812 1.81038 -4.26235
C -2.09957 1.65039 -2.54213
N -1.30694 0.67555 -2.12461
N -2.77978 2.49028 -1.75945
H -0.68658 -3.50202 0.06042
H 0.33379 -4.67059 -0.57590
H 0.77984 -1.90210 -4.86538
H -0.83200 0.08058 -5.39236
H -3.47978 3.09124 -2.15435
H -2.77120 2.32356 -0.75907
C 1.15418 0.52957 2.48728
N 0.68984 -0.62257 1.61677
C -0.09949 -1.53562 2.51903
N 0.67968 -1.98339 3.65527
C 1.11580 -0.82139 4.42900
N 1.93385 0.07864 3.61904
C 3.10206 -0.65482 3.13720
N 2.70832 -1.81747 2.33904
C 1.93122 -1.36213 1.20258
C 1.86675 -2.68563 3.16582
H 0.26885 1.05845 2.83195
H 1.74674 1.19022 1.85924
H -0.42224 -2.40210 1.94878
H -0.98056 -0.98794 2.85521
H 1.69801 -1.16296 5.28610
H 0.23864 -0.28191 4.78991
H 3.69252 -0.99066 3.99085
H 3.71320 0.00857 2.52270
H 1.63585 -2.22374 0.60984
H 2.53811 -0.68941 0.59659
H 2.44936 -3.03728 4.01827
H 1.55334 -3.54549 2.57062
S -1.60509 1.54612 1.00775
F -0.17760 6.74576 -1.97262
C 0.20500 5.49741 -1.71104
C 0.43184 5.09718 -0.40437
F 0.27166 5.96961 0.59049
C 0.82913 3.79937 -0.14491
F 1.05881 3.46967 1.12566
C 0.99273 2.85783 -1.15813
S 1.49141 1.19673 -0.83096
C 0.79142 3.30428 -2.45767
F 0.98597 2.47609 -3.48882
C 0.39300 4.59825 -2.74244
F 0.19424 4.98162 -4.00606
F -1.80060 -1.44984 0.30516
As -3.48000 -2.20262 -0.05769
F -3.97734 -1.55247 1.44291
F -3.85166 -0.72000 -0.85497
F -4.98630 -2.92888 -0.36575
F -2.77904 -2.78798 -1.52505
F -2.81722 -3.59009 0.74775

=====

(4)
A molecular structure, C6H13NO2P in a non-equilibrium geometry, computed with ωB97M-V/def2-TZVPD.

Calculated values
* charge: -1
* E_HOMO: -2.74 eV
* E_LUMO: 3.628 eV

CARTESIAN COORDINATES (ANGSTROEM)
C 0.50650 -0.08534 -1.52461
C 0.44192 -1.73508 2.13089
C 0.25863 2.40721 0.40340
C 0.11588 -1.53982 0.63968
C -0.50796 1.10727 0.68557
C 0.42698 -0.06143 0.39949
N 1.51462 0.53418 -1.95601
O -0.71969 -0.69679 -3.74984
O -2.29292 -0.71065 -1.66788
P -0.77170 -1.17367 -2.36156
H 1.43411 -1.73720 2.42039
H -0.01902 -2.79321 2.40461
H -0.12312 -1.06901 2.85854
H 1.26291 2.18670 0.67958
H -0.17866 3.23633 0.95238
H 0.11098 2.58067 -0.57519
H -0.88714 -1.70211 0.29384
H 0.97420 -2.17407 0.03645
H -1.32461 1.16516 0.09987
H -0.77934 1.20679 1.74969
H 1.36265 0.30136 0.60570
H 1.52059 0.49523 -2.93048
H -2.32579 0.25750 -1.59451

=====

We obtain ΔE to the lowest compared entry with this formula, charge and spin values of 562.9 507.7 0.0 304.1 kJ/mol for the records listed above, in that order.
We obtain electronic energy values of -2990.378023 -272.524641 -6911.571440 -782.979589 hartree for the records listed above, in that order.